Computed, not measured: a cluster of 9 separate species, C35H96N8O9 in total, with ωB97M-V with the def2-TZVPD basis set.

XYZ file:
```
148
Properties=species:S:1:pos:R:3:forces:R:3
O 2.7504 5.7907 -2.7271 0.9919 -0.9525 -2.6502
O -0.4791 1.0232 -8.0594 1.0715 -0.3340 0.4633
O -0.9362 -3.8000 -0.1247 0.0176 -0.6999 1.5175
O 0.0597 0.5480 3.6880 -0.9608 0.6281 -0.1932
O 4.6585 -2.2045 0.6102 1.0680 -0.9832 -0.1956
O -6.8601 1.2619 -2.3274 -2.1082 -0.0565 -0.9448
O 0.5380 0.1033 -2.5884 -2.3682 -1.2710 -0.4010
O 2.0978 6.5020 2.7919 -1.2958 -1.2456 -0.0715
O 1.1556 -3.6239 3.3736 -0.4702 0.9149 0.4032
N -2.7604 1.7468 3.8168 -0.0511 1.6634 0.1662
N -2.9860 -4.8989 1.9214 0.0843 0.3836 -1.0943
N 2.6732 1.9063 -2.3640 -0.9246 0.8025 0.4260
N -0.6686 -1.3690 -5.0509 0.9363 -0.7559 -0.0300
N -0.4092 4.9208 3.2929 -0.1452 0.1816 0.9309
N -4.9022 -1.0665 -0.4349 -1.4985 -1.9190 0.0064
N 8.4313 -2.8108 0.2220 -1.1425 -0.5634 -0.3891
N -0.5464 -5.8091 5.7738 -1.6579 -1.3366 0.4503
C -2.7484 -2.4705 1.8000 0.5383 2.4768 0.5155
C 3.5670 -3.0662 0.9833 0.2634 0.5123 -0.5901
C 1.1089 -0.7174 -0.4578 -0.1290 -0.5915 0.1339
C -0.1389 -4.4042 -1.1506 -1.0232 1.3801 0.3238
C 0.4755 -4.7411 3.9100 0.0734 0.7379 0.2769
C -2.1178 1.0475 4.9565 1.3783 1.4683 -2.1986
C 0.1237 2.3153 -8.3800 -0.5808 -1.6094 0.5119
C -0.0247 0.4835 -6.7476 -2.0675 -0.7750 -1.3023
C 5.8701 -2.9355 0.3246 1.2100 -0.3793 -0.0846
C -0.9093 -0.8277 -6.3632 0.2942 0.8678 0.3847
C -1.1617 0.3396 -0.7330 -0.5937 -0.3003 -1.9080
C 1.6207 5.4981 1.8317 -1.0022 -0.4633 2.0017
C 2.6988 6.9811 -1.9967 -1.4029 -1.4136 0.8834
C 7.1555 -2.0791 -0.0872 -0.6433 0.5353 -0.0773
C -8.2011 1.4523 -2.8300 1.0620 0.6481 1.1176
C -3.1219 -3.6795 1.0454 0.0469 -0.7306 0.0930
C 0.4730 -2.3312 3.5864 0.8733 -1.7458 -0.1032
C 2.5783 4.5406 -2.0820 -0.0434 -0.2690 1.1280
C -4.9819 -0.6834 -2.8377 -0.0784 0.1499 0.6921
C -5.3703 -0.0838 -1.4382 2.2792 -2.5345 -0.3627
C 0.0730 3.3926 1.5511 0.5977 0.7031 -1.6265
C 7.0947 -1.5593 -1.5797 0.0746 -0.4669 1.0391
C 1.9143 3.3496 -4.1851 -1.6098 -0.3410 -1.4074
C -0.0649 -0.5229 -1.4427 2.2628 1.5921 1.7544
C 0.3131 -4.7093 5.4661 1.2128 -1.7898 -1.1421
C -0.5643 1.1104 4.8261 -0.2323 -0.4026 1.2853
C -2.7186 -0.2547 4.7762 0.2111 -2.4827 0.1962
C -6.8211 0.2328 -1.3549 1.7310 1.2481 0.0513
C 0.6763 4.3749 2.5204 0.6483 0.2622 -0.3507
C 1.4760 0.7602 3.6123 -0.9470 -0.7633 -0.3600
C 2.7515 3.2983 -2.9515 1.7614 -0.6408 -1.4636
C -2.3385 -3.9261 -0.2539 -0.1558 0.0748 -0.2240
C -2.3833 -0.6008 -6.4250 -1.3162 0.9513 -1.6543
C 1.1852 7.6012 3.0368 2.0046 -0.1020 -1.0955
C 1.6307 -5.2127 6.1227 1.5725 1.1944 0.3584
H 1.0122 0.1545 -6.8149 0.1643 0.3294 0.1274
H -4.1722 -3.5058 0.8111 -0.1080 -0.7995 -0.4310
H -0.1349 -3.7479 5.7171 0.6719 0.2337 0.5679
H -2.3787 1.4719 5.9260 0.0003 0.4380 -0.1455
H -0.2042 1.2904 -6.0371 0.2884 -0.2200 0.4582
H -5.4887 -1.5989 -3.1428 -0.7573 -0.1606 0.7436
H -3.7848 -0.0628 4.6557 0.0418 -0.7702 0.0907
H 1.7998 2.4480 -4.7869 0.6915 -0.7144 0.5072
H 1.8397 8.2489 3.6201 -0.5554 0.2583 0.3068
H 1.6400 7.0579 -1.7496 -0.2688 0.6038 0.7156
H 3.3799 -3.7769 0.1783 -0.1583 -0.0892 -0.1911
H 1.0047 -5.6341 3.5774 0.2370 -0.0088 0.2969
H 7.9399 -0.9204 -1.8357 0.0314 0.2387 0.3511
H 7.1454 -1.2303 0.5965 -0.3627 0.4740 -0.2884
H -1.5004 0.0506 0.2619 0.5544 -0.1999 0.1028
H 1.7578 1.8031 3.7575 0.0217 -0.0608 0.0234
H 0.9461 -1.6781 2.8530 -0.4292 0.0344 0.2434
H 0.8627 3.5127 -3.9495 -0.1733 0.5236 0.2226
H -8.7496 1.9187 -2.0117 -0.5732 -0.1054 0.0126
H 2.6965 -2.4233 1.1137 0.1136 -0.0572 -0.0894
H 8.3732 -3.1075 1.1857 -0.0355 -0.1857 0.2013
H 0.2059 7.4435 3.4886 0.2628 -0.4311 0.1636
H -2.0411 0.2657 -1.3727 -0.4500 -0.0465 -0.1040
H -3.3840 -1.5914 1.6944 -1.0078 -0.3542 -0.3099
H -3.9693 -1.0714 -2.7272 0.4160 0.6269 -0.5237
H -0.6097 3.9749 0.9323 -0.6920 -0.2607 0.0126
H 1.6771 0.1692 -0.1760 -0.3443 0.5039 -0.3479
H -0.6691 -0.7299 -4.2688 0.4501 0.2748 -0.0742
H 0.6232 -1.9868 4.6096 0.3249 0.1994 -0.0242
H 3.7883 3.3330 -3.2861 0.2520 0.4904 -0.1550
H -0.3802 2.5024 1.9874 -0.0317 0.2998 0.1549
H -0.4568 -6.1347 6.7256 0.1570 0.0932 0.0413
H -4.6099 0.5750 -1.0188 -1.0169 2.4856 -1.8494
H -0.9572 1.4087 -0.7903 0.5587 -0.0632 0.3427
H 9.2348 -2.1994 0.2004 -0.1242 0.3517 -0.3268
H -2.6804 -3.2878 -1.0686 -0.1963 0.2255 -0.1946
H 6.1742 -0.9977 -1.7390 0.0282 0.0893 0.1321
H 0.0112 5.3852 4.0852 -0.3007 0.2795 0.1999
H 1.9859 0.0844 4.2990 0.1642 0.2160 0.3661
H -8.6505 0.4964 -3.0989 -0.0640 0.0992 -0.2969
H -0.2034 0.5396 5.6816 0.3853 0.1436 0.5396
H -0.3287 2.1670 4.9537 0.4269 0.1722 -0.1117
H 1.0401 6.0587 1.0991 -0.0509 -0.2785 -0.4802
H -2.7825 -2.6062 2.8810 0.6504 -0.2569 -0.0857
H 3.0122 1.7862 -1.4202 -0.0344 0.8698 0.8813
H -0.3414 -5.4605 -1.3274 -0.2462 -0.0659 0.0678
H -2.4451 -0.9861 5.5366 -0.3664 -0.0401 0.3874
H -8.1628 2.1934 -3.6284 0.0549 -0.3942 -0.2123
H 3.6785 -3.6463 1.8993 0.5525 0.1683 0.2352
H 1.7939 -5.0742 7.1915 -0.8731 0.3901 0.3521
H -2.6244 -4.9518 -0.4873 0.1870 -0.2719 -0.6390
H -2.6920 -0.6122 -7.4703 -0.1430 0.2912 -0.2108
H 0.8090 3.0891 0.8067 0.3290 -0.4074 0.0867
H 1.5738 4.5077 -1.6601 -0.1294 0.0354 0.6065
H -3.8981 -1.0469 -0.5424 0.1710 -0.2113 0.6845
H 1.8542 -6.2748 6.0212 -0.8641 -0.1751 -0.5972
H -0.5033 -4.8113 3.4354 -0.4528 0.0865 0.2070
H 6.1240 -3.5997 1.1507 0.2259 0.5061 1.0109
H -2.5766 2.7399 3.8189 0.0034 0.5061 0.4955
H -2.2864 1.5156 2.9555 0.1607 -0.7807 -0.1507
H 0.9030 -4.2679 -0.8610 -0.1200 0.0860 -0.1117
H 7.1282 -2.3366 -2.3431 -0.1273 -0.4737 0.3305
H 1.7091 0.4010 2.6100 0.3624 0.4218 -0.0571
H -3.0461 -1.3234 -5.9488 0.6563 -0.2698 0.3356
H -5.1959 -0.6771 0.4495 0.5619 -0.1985 0.5021
H 2.2161 4.0398 -4.9730 0.1928 0.6624 0.5325
H -0.6046 -2.4428 3.4666 0.0323 0.0590 -0.4492
H -0.5415 3.0388 -7.9087 0.5826 0.5468 0.0049
H 3.2776 6.8341 -1.0849 0.2281 0.6654 0.1444
H 3.3805 4.4002 -1.3576 -0.2561 0.3062 0.8531
H 2.4833 4.9833 1.4086 0.0863 0.3186 -0.0964
H -1.9962 -5.0029 2.0934 0.6218 0.6868 0.7843
H -1.5380 -5.7024 5.6144 -0.0471 0.3986 -0.3056
H -2.6641 0.3843 -6.0526 0.0620 0.1232 0.1805
H 2.9199 7.8743 -2.5811 0.5959 -0.4461 -0.1880
H 1.1679 2.3247 -8.0676 -0.0586 0.3421 0.5038
H 1.8428 -1.3694 -0.9315 0.0237 -0.2452 0.1839
H 5.8225 -3.7444 -0.4044 -0.9898 0.2845 -1.0034
H -1.8704 -1.9674 1.3948 0.9188 -0.6710 0.6729
H -7.0283 0.6486 -0.3689 -0.5656 -0.0734 0.2397
H -0.3910 -1.5238 -1.7255 -0.4429 0.2292 -0.1613
H -0.6252 -1.6551 -7.0135 -0.0159 0.2768 -0.5088
H -7.4097 -0.6598 -1.5665 -0.2522 0.0705 -0.1811
H 1.0671 8.0747 2.0621 -0.4689 0.3273 -0.0731
H 0.7698 -1.1220 0.4959 -0.0760 -0.4399 0.0018
H 2.5578 -4.7709 5.7576 -0.2009 0.5175 -0.5751
H -0.9569 5.5939 2.7760 -0.0392 0.0762 -0.1536
H 1.2168 0.7392 -2.3506 0.6945 0.8277 0.3133
H -2.9711 -5.6159 1.2102 -1.0216 -0.9079 -0.0101
H -0.4275 -3.7686 -1.9878 0.7152 -0.5747 -0.9309
H 1.2291 3.7584 3.2292 0.6325 0.4465 0.0344
H -2.2573 -0.6613 3.8762 -0.5139 -0.1285 -0.3568
H -5.1762 -0.0297 -3.6880 0.6953 0.3567 0.2709
H 0.1744 2.4634 -9.4587 -0.5029 -0.2166 -0.0563
H 0.1874 -1.8994 -5.1284 0.2458 0.1903 0.9228
H 3.3931 1.3521 -2.8053 0.2071 -0.1607 -0.8830
```
Forces are in eV/Å.

Calculated values
Kohn-Sham gap (alpha / beta)   1.8 / 9.0 eV
Spin multiplicity   2
Total charge   -1